[1]
Density functional theory data (ωB97M-V/def2-TZVPD) for a molecular structure, C58H41Cl3F5N2O3P2SV in a non-equilibrium geometry.

Output
frontier orbital gap (alpha / beta) = 0.236 / 0.257 Ha
E_HOMO (alpha / beta) = -12.53 / -12.53 eV
multiplicity = 3
energy above the lowest of the compared OMol25 structures with the same formula, charge and spin = 32.5 kcal per mole
E_tot = -176174.292 eV
molar mass = 1160.28 g/mol
charge = +2
LUMO energy (alpha / beta) = -6.11 / -5.55 eV
⟨S²⟩ = 2.03

XYZ file:
```
116
Properties=species:S:1:pos:R:3:forces:R:3
H -1.19931 0.63721 -3.48392 0.08 0.04 -0.03
F -2.02531 4.63881 -1.99822 -0.20 -0.29 -0.31
H -4.49161 -2.23089 -0.49642 0.09 0.03 0.12
H -1.11391 1.63221 5.20558 0.02 0.12 0.07
H -0.15651 4.17451 1.21748 -0.05 0.10 -0.05
O -1.21811 -1.09969 1.63218 0.09 0.20 -0.20
C -3.07441 5.41531 2.39528 -0.02 -0.08 0.04
H 4.58579 -2.52089 3.40088 0.03 -0.01 0.13
C 1.14559 1.89481 2.93388 0.00 0.00 -0.19
C -1.59131 -0.85559 2.95238 -0.13 0.54 1.07
H -4.46021 4.34881 3.62888 -0.08 0.00 0.05
C -1.21881 0.38861 3.47108 0.01 -0.15 -0.49
N 2.73089 0.75511 -0.92642 -0.77 -0.13 0.23
C 2.89439 -3.29469 2.33108 0.03 0.18 -0.39
C 1.66279 3.15591 3.22178 -0.23 -0.11 -0.07
O 5.75809 -1.24519 -1.30082 -0.32 0.28 0.22
C 0.30869 -0.43529 -4.52682 0.02 0.00 -0.09
H -3.68121 6.30481 2.34948 -0.08 0.13 0.02
C -3.51361 4.31361 3.11188 -0.07 0.10 -0.05
C 4.89269 -2.73199 -4.47312 -0.11 0.16 -0.40
H 1.53029 -0.22519 2.94538 0.02 -0.10 0.00
C 2.24669 -3.38369 1.10538 0.05 -0.04 0.19
H -6.67001 -1.31629 -0.16912 -0.11 -0.03 0.10
C -1.31491 -4.77719 1.27308 -0.01 0.22 -0.02
C -2.08151 -0.23559 5.62538 0.01 0.08 0.04
C -3.64171 -0.62319 -1.53702 -0.32 -0.03 0.37
C 6.10509 -2.24969 -2.23582 0.20 -0.18 -0.19
Cl 6.94249 0.52951 -3.59432 0.13 0.22 -0.02
F -4.06861 4.91081 -3.58902 -0.11 -0.02 0.16
C 2.76129 -2.69759 0.02238 0.20 -0.01 0.10
C -1.85991 5.37431 1.72478 0.06 0.03 -0.06
H -0.14531 -3.21179 -1.89622 0.09 -0.01 -0.01
H 1.81119 -0.35949 0.64338 0.02 0.05 0.07
H 0.45079 0.34661 -5.25552 -0.02 0.10 -0.10
H 4.11929 -2.60409 -6.52042 -0.11 -0.13 -0.17
O -1.66471 2.49161 -0.42492 1.46 1.61 -0.61
C -0.62021 -0.27619 -3.51712 -0.22 -0.05 -0.01
H 1.47189 -3.49129 -3.69772 0.11 -0.13 -0.03
H -1.06691 -5.66599 1.83148 0.01 -0.10 0.07
C -1.89681 -4.88009 0.01688 0.00 0.00 -0.05
P -1.88831 -0.94639 -1.12792 -0.88 -1.82 -1.42
P -0.54311 1.61221 2.32158 0.29 0.59 1.91
C 3.76989 2.15681 3.80238 -0.08 -0.01 0.01
C -1.84671 -2.48669 -0.18242 0.15 0.54 0.45
C -6.18871 0.68401 -0.43152 0.26 -0.46 0.02
H 3.79909 -1.41269 -1.94442 0.06 0.06 0.10
H 4.79149 2.26001 4.13068 0.12 0.01 0.07
H -0.60031 -3.46649 2.81268 0.04 -0.04 0.07
H 2.83889 2.09941 -2.58282 0.10 0.07 -0.08
C -2.13371 -3.73829 -0.72542 -0.08 0.11 0.21
C -0.82061 -1.28079 -2.56892 0.06 0.20 0.18
C -5.02011 1.47811 -2.45802 -0.02 -0.17 0.33
H 3.36729 4.25841 3.88618 0.01 0.04 0.00
H 2.26079 -2.75599 -0.93362 -0.04 -0.01 -0.14
H -3.09791 2.30601 3.72698 -0.03 0.01 -0.03
H -2.84871 1.04321 -2.61702 -0.17 0.06 0.11
H -2.67941 -2.67099 3.35578 0.01 0.01 0.05
F -3.49661 1.05931 0.51348 0.39 -0.07 0.08
S 5.36499 -0.62629 -5.86452 0.16 -0.26 0.62
C 4.38009 -1.10969 -1.05772 -0.17 0.20 -0.10
C 1.06609 -1.59269 -4.59962 -0.05 -0.04 0.06
V -1.24911 0.92831 0.19338 -0.48 -2.29 1.69
H 4.50179 0.65231 0.18228 -0.13 0.17 -0.17
C 2.22349 1.62621 -1.84312 -0.52 0.36 -0.23
C -1.08831 4.23071 1.76968 0.03 -0.08 0.16
C 3.90679 -1.91889 0.13268 0.27 -0.01 -0.21
C -3.70851 0.80441 -1.98522 0.36 -0.24 -0.23
H 1.36389 -3.98979 1.00038 -0.09 -0.10 0.01
C 4.12149 0.39671 -0.81022 1.00 -0.52 0.02
H 1.04519 4.03711 3.13508 -0.01 0.05 -0.02
Cl 5.99949 -0.94139 1.57598 0.11 0.02 0.29
H 0.15489 2.36081 -2.06532 0.07 -0.01 -0.02
Cl 2.23449 -4.08549 3.70968 -0.09 -0.15 0.18
C -4.85731 2.76811 -3.21762 0.46 0.75 -0.20
H -2.54921 -3.80289 -1.72042 0.03 -0.04 -0.13
C -4.64561 -1.22189 -0.86232 0.79 -0.23 -0.61
C 4.56479 -1.87239 1.36378 -0.34 -0.17 -0.10
C 0.88969 -2.58509 -3.64982 0.13 0.00 -0.05
H 4.68859 0.95731 -1.55642 -0.11 -0.01 0.09
H -7.14651 0.99461 -0.05172 -0.23 -0.04 0.02
C -2.74561 3.16161 3.16638 0.20 -0.06 0.07
H -1.52251 6.22691 1.15528 0.02 0.08 -0.04
H 7.19429 -2.30889 -2.17252 -0.10 -0.10 -0.01
C -1.04911 -3.53679 1.83368 0.02 0.29 0.07
H -3.07701 -2.12589 5.69768 -0.08 -0.09 0.04
C -1.44281 0.68221 4.81288 0.00 -0.22 -0.09
C 2.97159 3.27961 3.65578 0.15 0.01 0.03
C -3.84001 1.68321 -0.70772 0.00 0.21 -0.57
C 1.70769 0.35221 -0.15472 0.27 -0.18 0.13
H -5.78821 2.77481 -0.76292 0.02 -0.06 -0.01
C -0.03001 -2.42789 -2.62902 -0.21 0.02 0.02
C 5.67789 -1.90889 -3.63462 0.24 0.65 0.11
C 4.06209 -2.56099 2.45918 0.04 0.05 0.03
F -5.69841 2.92321 -4.23552 0.18 -0.02 0.35
C -1.51801 3.12571 2.51038 0.04 -0.02 -0.02
C -2.83591 2.78251 -0.89972 -2.95 1.82 -1.64
C -5.34441 1.80081 -0.96022 -0.02 0.24 0.16
C -3.01941 3.74471 -1.85142 0.78 -0.46 1.62
H -2.24551 -0.01569 6.66768 -0.02 0.03 0.11
C 3.24859 0.89461 3.55038 0.08 0.04 -0.01
H -2.13831 -5.84699 -0.39162 -0.02 -0.14 -0.06
H 5.68169 -3.21749 -1.94422 0.06 -0.01 0.02
C 0.88869 1.73641 -1.58612 0.57 0.51 -0.65
C 6.00609 -0.72989 -4.25742 -0.40 -0.42 -0.30
C -4.05331 3.79661 -2.85832 -0.54 -0.58 -0.77
C -1.37361 -2.38389 1.12818 -0.20 -0.86 -0.75
C 1.94449 0.76271 3.11538 -0.16 0.05 -0.05
F -5.89611 0.66691 -3.09382 0.09 0.14 -0.15
H 1.79009 -1.72199 -5.38822 0.09 0.01 -0.06
H 4.53939 -3.70229 -4.18122 -0.08 -0.31 0.05
C -2.53791 -1.42509 5.08078 0.09 0.13 -0.06
N 0.57639 0.93401 -0.52752 1.12 -0.16 -0.10
C -5.91371 -0.62549 -0.50932 -0.49 0.41 0.30
C -2.30121 -1.74119 3.75228 -0.07 -0.13 -0.33
C 4.65379 -2.17849 -5.69422 0.08 0.14 0.05
H 3.86049 0.01871 3.70068 0.05 -0.09 0.00
```
Forces are in eV/Å.

[2]
Density functional theory data (ωB97M-V/def2-TZVPD) for a molecular structure, C58H44N6O2S3V.

Output
frontier orbital gap (alpha / beta) = 0.134 / 0.150 Ha
E_HOMO (alpha / beta) = -15.90 / -15.85 eV
multiplicity = 2
E_tot = -132056.105 eV
molar mass = 1004.17 g/mol
charge = +4
LUMO energy (alpha / beta) = -12.24 / -11.76 eV
⟨S²⟩ = 0.77

XYZ file:
```
114
Properties=species:S:1:pos:R:3:forces:R:3
H 1.05537 4.39014 3.48924 0.00 0.01 -0.01
C 1.38093 -2.68313 7.82157 -0.02 0.04 -0.02
H 3.15575 0.65190 -0.96954 0.01 0.00 -0.01
C -0.33666 -1.92930 -1.71655 0.04 -0.15 -0.28
H -1.99888 -4.89239 -3.73052 0.00 -0.01 -0.01
C 2.23758 -3.41556 5.63812 0.01 0.01 -0.06
C 2.67700 0.04357 -1.72626 0.08 0.00 -0.11
C 3.95849 1.08259 4.84488 0.04 -0.01 0.03
C 4.73777 3.36476 4.81043 -0.02 0.04 -0.02
H 3.35517 4.85380 4.16202 0.01 0.01 0.01
C 1.22697 3.82184 -0.14051 0.08 -0.04 0.09
H 4.13454 -3.13068 0.12736 0.01 0.00 -0.01
H 2.19689 2.16111 0.79775 0.02 0.02 -0.03
N -0.63315 -1.54930 -0.47548 0.08 -0.11 0.20
H -3.01397 7.79674 -3.11790 -0.01 -0.01 0.00
H 1.65433 6.66180 -0.74585 0.01 0.01 0.00
C 0.87451 -1.70186 8.62487 0.02 -0.05 -0.03
C 2.32935 -3.07745 1.31559 -0.06 -0.20 -0.03
H 2.94011 -3.94946 3.70980 0.01 0.01 -0.01
C 0.07456 4.27107 -0.82057 -0.03 0.01 -0.02
C 1.78940 -0.83033 4.57788 0.04 0.05 0.10
H -2.12593 -0.30343 5.70269 0.02 -0.01 -0.01
C 4.95256 1.99380 5.06460 0.00 -0.02 0.00
H 1.28666 -6.30170 -2.05725 0.00 -0.02 0.00
V 0.56500 -0.29347 0.44276 -0.84 0.39 0.31
C 2.28167 -1.86555 3.81420 0.03 -0.27 -0.03
H 4.17289 0.37842 -3.21864 0.00 -0.01 -0.02
C 1.21281 3.32887 3.63688 0.00 -0.06 0.01
C 0.42191 1.07496 3.66412 0.07 0.07 -0.01
H 5.90932 1.67048 5.45166 0.00 -0.01 0.00
N -1.27060 5.96162 -1.86428 0.02 -0.13 0.03
S 2.89080 -1.67711 2.16309 -0.23 0.67 0.01
H 3.35780 -5.04967 -1.22209 0.00 0.01 -0.01
N 1.52758 -0.54443 -1.38815 0.11 0.06 -0.07
H 1.47810 9.43973 -1.51411 0.01 0.01 -0.02
H 1.51993 -7.30916 -0.64254 -0.01 0.00 0.00
C -1.98801 -3.71337 -1.93414 0.07 0.10 0.00
C -0.14186 5.60440 -1.26308 -0.04 -0.01 -0.01
C -4.71006 1.66422 4.68410 0.04 -0.06 0.02
C 2.52761 -3.16598 4.33026 -0.03 0.03 0.17
H -0.05461 -6.56686 -0.91908 0.01 0.00 -0.01
C 0.93720 -0.11288 6.80437 0.00 0.03 0.02
C -3.11399 1.35813 2.88336 -0.03 0.04 -0.01
C 1.08418 -3.65257 1.59343 -0.01 0.03 -0.02
H -1.52285 1.26514 -0.82226 -0.03 0.04 -0.02
C 0.66519 -4.71550 0.82248 0.02 0.00 -0.01
H -3.64057 -6.51087 -2.82426 0.00 0.00 0.00
C -3.35583 -4.46972 -0.12884 0.09 0.09 -0.01
H -6.78466 1.46640 5.13142 -0.02 0.01 0.01
C -2.72910 0.32067 5.05257 -0.11 0.04 -0.04
H 0.77411 0.89368 6.44283 0.01 0.00 -0.02
C 2.57525 -0.89018 -3.91712 -0.04 -0.02 0.00
H 0.27236 0.36423 8.76394 -0.01 0.01 -0.01
H 0.86556 -2.11805 -4.29357 -0.02 0.00 0.00
C 2.71630 -4.63961 -0.45202 0.02 0.07 0.01
H -1.84640 3.61569 -1.55471 0.00 -0.01 0.01
O -0.85576 -0.07924 1.68815 0.39 -0.16 0.18
H 5.53121 4.07356 5.00558 0.00 0.00 0.00
H 2.97418 -1.02299 -4.91420 0.03 0.01 0.00
C -0.38506 9.90268 -2.47903 0.01 -0.03 0.01
C -2.38741 -4.77608 -2.72549 -0.04 -0.01 0.08
H 1.55785 -3.67825 8.20820 0.01 0.00 0.01
H 2.42020 -4.39935 6.05102 0.01 0.00 0.00
C 3.53092 3.80022 4.33801 0.00 -0.03 -0.01
H -2.31110 10.16629 -3.40971 -0.03 -0.02 -0.01
C 0.88710 -1.31198 -2.28761 0.08 -0.13 -0.02
C 0.65602 -0.40628 8.10866 0.00 0.00 0.02
C 1.37941 -1.51069 -3.56120 -0.02 0.07 0.07
C 3.23829 -0.11196 -2.98469 0.00 0.03 0.07
C 1.01942 -6.40814 -1.00577 0.00 0.00 -0.02
C 3.15730 -3.56546 0.30122 -0.04 -0.06 0.01
C -2.34428 0.58293 3.73857 0.10 -0.03 0.14
C -3.90650 0.87788 5.51588 0.02 0.01 -0.04
N 0.72942 6.66506 -1.13969 0.03 -0.05 0.04
C 0.11610 7.74722 -1.69783 0.07 0.18 0.00
N -1.00181 -2.81083 -2.42684 0.05 0.09 0.09
H -0.77590 2.79006 3.08300 -0.01 -0.01 0.01
C 1.46986 -5.22438 -0.20859 -0.03 -0.03 0.00
S -0.80551 -0.11888 3.28815 -0.12 -0.03 -0.13
C -1.14220 7.27521 -2.14340 -0.11 0.10 -0.07
H 2.03290 4.49561 0.11563 0.00 0.00 0.01
C 0.19706 2.44963 3.41444 0.03 0.00 0.00
C -3.77975 -5.53231 -0.91912 -0.03 -0.04 -0.03
H 0.64526 -1.91086 9.66079 0.00 0.00 0.01
H -5.91195 2.52455 6.23491 -0.03 -0.01 0.01
H 4.12954 0.03825 5.07469 -0.01 0.00 0.00
H -4.21720 0.69109 6.53565 -0.01 0.00 0.00
H -3.74217 -4.35695 0.87666 0.00 0.01 0.01
H -0.13148 10.94247 -2.63642 0.03 0.00 0.02
O 1.90244 -0.49755 1.55676 0.33 -0.51 -0.16
C -3.30336 -5.68582 -2.21270 0.03 0.03 -0.02
H -0.69380 -2.98266 -3.37369 0.00 0.01 -0.02
H -2.80467 1.53757 1.86226 0.01 -0.01 -0.01
C 1.69102 -2.40990 6.46871 0.01 -0.05 0.04
C -0.76037 2.01861 -0.65847 -0.13 0.07 -0.07
H -4.91784 2.48683 2.71417 0.00 0.00 0.00
C -1.65735 9.44971 -2.93300 0.04 -0.05 0.03
C -6.00140 2.22460 5.19202 0.01 0.05 0.01
C 1.46478 -1.10964 5.94217 -0.02 0.00 -0.06
C 2.48324 2.88364 4.09408 -0.03 0.09 0.00
C -2.05258 8.15310 -2.77692 0.07 0.02 0.02
S -2.09539 -2.11554 0.32396 0.19 0.19 -0.22
C 2.69796 1.50261 4.34957 -0.03 -0.04 -0.01
C -4.29811 1.88622 3.36758 0.02 0.02 -0.02
N 0.37716 1.59939 -0.04081 0.05 -0.13 0.06
C -0.93776 3.30878 -1.05543 -0.07 -0.12 0.01
C -2.46485 -3.53986 -0.64734 -0.20 -0.26 0.10
C 1.33734 2.51143 0.23783 0.08 0.13 -0.13
H -0.28600 -5.18882 1.03224 -0.01 0.01 0.00
H -4.49201 -6.24024 -0.51790 0.00 0.00 0.00
H 0.47991 -3.29119 2.41855 -0.03 0.00 -0.05
C 0.51951 9.07828 -1.85840 -0.08 -0.05 -0.02
C 1.62697 0.58941 4.13293 -0.02 0.01 -0.01
H -6.32121 3.08533 4.60850 -0.01 -0.01 -0.01
```
Forces are in eV/Å.

Question: Number 1 is which compound?
Answer: C58H41Cl3F5N2O3P2SV